This record from the Open Molecules 2025 dataset describes a structure of composition C66H78B3N6O30Y in a non-equilibrium geometry. The level of theory is the ωB97M-V functional and the def2-TZVPD basis.

Values from the calculation:
Total energy, a.u.: -5260.89181
E_LUMO, eV: -4.16
HOMO level, eV: -8.1610
Charge: 0
Frontier orbital gap, eV: 4.00

```
184
Properties=species:S:1:pos:R:3:forces:R:3
C -5.114 2.441 3.739 0.42 -0.55 -0.85
H 4.330 1.515 1.348 -0.23 -0.17 0.17
O 2.556 -4.297 2.745 0.80 -1.44 -0.43
B -1.985 -5.235 -0.290 -2.49 0.75 -0.52
C 2.612 2.555 2.295 -0.17 -1.14 -0.20
H 6.897 -5.619 1.709 -0.81 -0.34 -0.36
H -7.625 1.776 -4.708 0.17 0.17 -0.19
C 3.068 -0.805 -2.942 1.32 1.63 0.30
H 5.459 3.052 3.698 0.25 0.02 -0.57
N -0.934 4.553 2.517 1.03 -0.30 -0.28
C 5.808 -4.384 -2.852 0.34 0.08 0.33
N -3.562 -3.454 -5.689 0.46 0.04 -0.91
H -7.387 0.246 4.830 0.10 -0.47 0.09
C -3.922 -4.429 0.551 -1.74 0.76 0.10
O -1.810 -6.632 -0.746 0.74 0.67 0.05
C -4.254 -0.922 -6.604 -0.46 0.37 0.83
H 2.968 -0.983 4.541 0.38 -0.70 -0.60
O -4.440 -3.103 -1.450 0.44 -0.36 0.14
O 0.727 -2.309 -0.411 0.28 -1.15 -1.12
H -1.452 6.078 1.169 -0.44 0.59 0.05
C -6.818 1.879 -3.983 0.36 -0.21 0.55
H -2.339 7.190 0.091 -0.09 -0.08 -0.29
C -3.749 -1.110 -5.332 0.13 0.04 0.62
H 2.426 0.904 3.793 -0.21 -0.01 -0.49
C -6.249 1.944 4.350 -0.10 0.21 -0.61
O -6.044 0.670 -3.992 -0.27 -0.03 0.01
C -2.683 3.971 -0.314 -0.78 1.35 0.47
C -1.459 2.557 3.724 0.05 1.11 0.11
C 7.575 -3.831 2.381 -0.42 0.71 -0.70
B 0.100 -1.003 -0.333 -1.66 0.77 0.03
N 4.194 -5.083 -1.173 0.52 0.60 -1.33
H -3.029 -2.570 -3.912 -0.13 0.03 0.10
O -0.109 -1.209 4.476 1.17 0.30 0.13
C -7.059 0.682 -1.925 0.38 -0.03 0.86
C -2.298 6.173 0.478 0.55 -0.43 0.32
O -2.551 -4.345 -1.333 0.72 -0.66 0.60
H -7.024 2.644 4.634 -0.09 -0.23 0.38
H 2.101 3.446 -0.778 -0.23 0.13 0.31
O -1.217 -1.085 0.319 0.99 -0.84 0.93
H -0.297 4.450 0.616 0.16 -0.52 -0.29
H -2.969 3.948 -3.781 0.05 0.29 0.03
H 3.277 -1.395 -3.834 -0.41 -0.54 0.26
O 4.186 -2.679 5.149 0.51 -0.65 -1.89
H -1.094 0.734 2.669 -0.39 -0.02 -0.15
H 0.421 2.708 -4.406 0.02 -0.06 0.02
H -2.723 3.888 1.829 -0.84 0.01 -0.47
C 1.497 3.996 -1.500 0.56 -0.17 -1.03
C 2.417 4.490 -2.650 -0.58 0.97 -0.21
O -3.412 -2.190 4.769 0.24 -0.21 0.55
H -6.072 2.636 -4.239 -0.63 0.57 -0.22
C 3.559 0.608 -3.235 -0.45 0.69 -0.29
C -2.234 -2.131 4.643 -0.11 0.84 -1.20
H -4.387 6.106 0.503 -0.47 -0.26 0.45
C -1.350 3.939 3.614 -0.05 0.01 -0.03
C 2.013 -0.977 0.921 1.03 -0.03 -0.26
C -3.449 3.724 -7.580 0.19 -0.20 0.38
C 0.196 -5.726 0.012 -1.70 0.20 -0.58
C -3.792 4.858 -6.836 0.05 -1.08 0.32
H -3.593 6.022 2.166 -0.54 0.15 -0.04
C 5.065 -2.910 2.031 -1.86 -0.44 -0.24
N -3.603 4.957 -5.510 -0.34 -0.05 -0.02
H 3.480 4.425 -2.417 0.04 -0.34 -0.31
C 4.831 -4.205 -3.804 0.04 0.13 0.25
H 2.213 -4.985 -1.863 0.07 0.05 0.24
O 3.964 -1.186 -1.873 -0.31 -1.83 0.88
H 5.123 -3.920 -4.806 -0.25 0.02 -0.07
C -0.591 3.819 1.443 0.86 0.22 1.44
C -4.402 -2.016 -7.434 0.92 -0.02 -0.37
H 4.378 0.576 -3.957 0.06 0.09 0.04
C -3.398 4.191 1.024 -0.70 -0.60 0.07
C 1.567 -4.100 5.033 0.72 -0.01 0.11
H -2.209 1.997 -4.953 -0.14 -0.28 -0.18
C 2.494 1.993 3.701 0.05 0.17 0.64
H 4.782 -0.136 -0.231 -0.03 -0.34 -0.01
H -3.359 3.856 -1.160 -0.04 -0.69 0.07
C -0.632 2.426 1.449 -0.59 0.69 0.70
C 0.565 3.035 -2.277 -0.33 0.07 2.16
H 1.699 2.444 4.296 -0.20 -0.12 -0.22
O 2.881 -0.653 1.693 -0.02 -0.56 -0.11
H -5.613 -0.800 -2.682 -0.29 -0.07 0.19
O -1.766 0.266 5.006 0.57 -0.73 0.39
C 4.111 2.379 1.971 0.21 1.34 0.52
O -1.440 -3.077 4.121 0.79 -0.25 0.47
H 5.265 1.301 3.436 0.00 -0.15 0.40
C -7.355 2.065 -2.535 0.49 -0.80 0.12
H 6.280 -5.023 -0.899 -0.11 0.22 0.32
N -5.541 -0.368 4.029 -0.34 1.77 -1.12
H 4.598 2.007 -1.912 -0.05 0.00 0.11
H 4.492 3.251 1.435 0.01 0.01 -0.03
C -4.522 0.172 3.321 0.30 -0.50 0.17
Y 3.547 -5.757 1.086 -2.73 4.13 -0.41
H -3.387 1.867 2.611 -0.43 -0.37 -0.22
C 1.736 -3.793 3.517 -0.68 -0.65 0.05
C 4.742 -0.106 -1.318 -0.42 0.02 -1.70
H 2.228 3.572 2.335 0.39 0.15 -0.34
C -4.271 1.517 3.119 -0.70 0.55 0.94
H -7.835 -0.062 -2.112 -0.14 0.19 -0.29
O 2.291 -4.851 5.615 -0.35 -0.17 0.08
C 3.523 -4.386 -3.409 0.05 0.07 -0.29
H -0.376 1.875 0.554 0.15 -0.17 0.10
H 2.028 1.973 1.583 -0.20 0.18 0.03
C -2.891 2.640 -6.909 0.34 0.55 0.18
H -3.595 3.698 -8.651 -0.14 0.04 0.00
C -3.411 -2.383 -4.908 -0.27 -0.47 -0.56
H -4.302 3.593 1.145 -0.12 0.09 -0.27
H 5.153 -3.145 6.847 0.40 0.11 0.23
C 5.428 -2.708 5.881 -1.37 0.86 0.95
C 1.877 -2.361 0.170 -0.84 1.25 1.04
C -2.156 -0.494 -0.379 -0.12 1.30 -0.27
H -3.784 -0.475 2.866 -0.25 -0.59 0.15
H 2.031 -0.788 -2.607 -0.01 -0.41 -0.13
O -2.041 5.238 -0.572 0.36 -0.13 -0.74
C 4.016 1.086 -1.874 -0.17 0.48 0.30
H 5.778 -0.988 2.594 -0.16 0.03 -0.23
H 0.984 4.838 -1.043 -0.05 -0.10 0.08
C 4.450 -0.520 6.047 0.06 1.30 0.29
O 1.051 -0.216 0.494 -0.27 0.12 -0.11
O -0.199 -0.396 -1.637 0.71 0.26 -0.15
H -1.802 2.090 4.636 0.05 0.36 -0.37
N 5.237 -4.219 1.751 2.44 0.11 0.05
H -4.901 3.495 3.610 -0.19 0.13 0.24
H -4.617 0.072 -6.830 0.06 -0.03 -0.41
H -1.966 3.168 -0.144 -0.31 0.09 -1.00
H 4.479 0.486 5.623 0.00 -0.19 -0.35
O 3.696 2.410 4.330 0.91 -0.23 -0.16
C -3.595 5.692 1.128 1.10 0.39 -0.33
H 6.339 -0.974 5.064 -0.13 0.15 -0.09
C 5.767 -1.238 5.957 1.32 0.28 0.60
C -5.802 0.275 -2.637 0.46 -0.96 -0.82
C 3.478 -1.457 5.381 -0.56 -0.16 1.56
C -2.687 2.769 -5.546 0.26 -0.48 0.78
C -0.559 -6.938 -0.586 0.37 -1.40 -0.12
C -6.445 0.564 4.398 0.36 -0.01 0.60
C 3.245 -4.804 -2.121 0.00 -0.57 0.46
H -6.918 0.682 -0.842 -0.02 0.25 -0.01
C -3.713 -3.854 -0.872 -0.44 0.51 -0.06
O -0.638 -4.765 0.138 2.00 -0.43 0.37
H 0.975 2.038 -2.103 0.01 -0.16 -0.69
H 6.257 -3.296 5.484 -0.51 -0.23 -0.73
H -4.338 5.624 -7.371 0.23 0.52 0.34
C 0.664 3.487 -3.682 0.85 -0.09 -1.82
C 7.339 -2.459 2.579 -0.12 -0.62 -0.07
H 2.196 5.537 -2.886 0.15 0.21 0.43
C -3.961 -3.247 -6.963 -0.35 0.00 1.04
O 1.407 -5.737 0.261 1.41 -0.41 0.90
H -3.986 -4.126 -7.594 -0.08 -0.07 -0.04
C 6.049 -2.009 2.365 0.64 -0.01 0.56
C -3.072 3.905 -4.858 -0.35 0.59 -1.46
O 2.615 -3.310 0.207 0.94 -0.67 0.15
H 2.802 1.308 -3.596 -0.03 -0.23 -0.30
O 0.540 -3.401 5.458 0.81 -0.08 -0.44
H -4.693 -1.885 -8.467 -0.25 -0.15 0.03
C -1.135 1.815 2.605 1.60 -0.35 -0.48
H 8.128 -1.793 2.900 -0.01 0.01 0.06
H 8.530 -4.317 2.511 0.12 0.24 0.07
H -0.426 2.975 -1.822 -0.17 0.35 -0.35
O -2.901 -5.198 0.831 1.43 -0.72 0.13
C 4.766 2.277 3.377 -0.80 0.03 0.22
H -2.548 1.735 -7.391 -0.17 0.02 -0.25
H 2.710 -1.696 6.124 -0.28 0.02 -0.22
H -4.855 0.676 -2.260 -0.24 0.57 0.17
O 0.774 -3.049 3.141 0.67 0.35 -0.75
H 2.740 -4.215 -4.134 -0.28 -0.09 0.28
O -3.265 -0.249 -0.016 0.00 -0.24 -0.22
H 0.163 4.393 -4.035 -0.72 -0.03 0.79
H -6.742 2.817 -2.037 -0.17 0.04 0.13
C 6.553 -4.601 1.872 0.00 -0.54 0.84
H 6.842 -4.227 -3.123 0.07 -0.04 0.25
H 3.110 1.225 -1.273 0.08 0.35 0.12
O 2.062 3.798 -3.852 0.44 -0.84 0.64
C -1.346 -0.819 4.753 -1.19 -1.65 0.41
H -3.668 -0.317 -4.600 -0.01 0.25 -0.26
H -1.671 4.642 4.374 0.08 -0.35 0.43
O -2.046 0.558 -2.577 0.56 0.24 -0.27
H 4.170 -0.315 7.082 0.06 -0.40 0.09
C 5.468 -4.779 -1.572 -0.39 -1.04 0.08
O -4.871 -4.242 1.252 0.35 0.02 -0.32
C -1.473 0.003 -1.693 -0.98 -0.84 0.41
O -0.027 -7.993 -0.812 0.29 0.30 0.07
B -0.040 -2.664 4.307 -2.55 0.65 0.50
H -8.410 2.287 -2.382 0.01 0.33 -0.51
H 6.390 -0.961 6.810 0.15 -0.24 -0.04
H 5.723 -0.176 -1.799 0.30 0.03 0.50
H 4.031 -2.599 1.994 0.18 0.31 -0.06
```
Forces are in eV/Å.

Results of the Löwdin charge analysis, in e, for atoms 1 through 5: atom 1 (C): -0.0740, atom 2 (H): 0.0715, atom 3 (O): -0.0393, atom 4 (B): -0.8444, atom 5 (C): -0.1492